Entry 1:
52
Properties=species:S:1:pos:R:3:mulliken_charge:R:1 method="wB97M-V/def2-TZVPD" relative_energy_kcal_mol=0.00 multiplicity=1 charge=+3 orbital_gap_ev=5.41
W -0.1884 0.2646 -0.6970 1.7981
C -3.3239 2.3392 -2.9058 -0.8270
C -4.4804 1.9675 -2.2332 -0.4778
C -4.3908 1.1149 -1.1375 -0.8864
C -3.1553 0.6608 -0.7321 0.8140
N -2.0233 1.0512 -1.3787 -0.0631
C -2.1135 1.8625 -2.4584 0.0640
C -2.9328 -0.2756 0.3843 0.9794
C -3.9279 -0.7708 1.1968 -0.8506
C -3.5990 -1.6528 2.2208 -0.6518
C -2.2737 -2.0210 2.4078 -0.8890
C -1.3181 -1.4904 1.5736 0.1489
N -1.6368 -0.6484 0.5668 0.3780
H -3.3548 2.9883 -3.7700 0.4664
H -5.4464 2.3283 -2.5631 0.4910
H -5.2855 0.8062 -0.6174 0.4824
H -1.1915 2.1140 -2.9648 0.5399
H -4.9564 -0.4773 1.0467 0.5058
H -4.3735 -2.0436 2.8685 0.4849
H -1.9816 -2.7007 3.1959 0.5056
H -0.2709 -1.7288 1.7013 0.3762
O -0.0114 -2.8624 -3.1807 -0.3386
C 0.2801 -2.1143 -2.3371 -0.0097
O -0.4440 -0.9046 -2.0925 -0.5725
C 1.3774 -2.1628 -1.3299 0.8554
C 2.3808 -3.0787 -1.4773 -0.8844
C 3.4454 -3.0216 -0.5842 -0.4792
C 3.4354 -2.0951 0.4573 0.8162
C 4.4990 -2.0621 1.3960 -0.8958
C 4.4578 -1.2134 2.4647 -0.8387
C 3.3358 -0.3870 2.6378 -0.8220
C 2.2911 -0.3761 1.7343 -0.1166
C 2.3264 -1.2021 0.6076 0.4904
N 1.3101 -1.2042 -0.3588 0.2450
H 2.3396 -3.7864 -2.2947 0.5752
H 4.2851 -3.6990 -0.6909 0.5325
H 5.3337 -2.7363 1.2500 0.4681
H 5.2637 -1.1894 3.1852 0.4555
H 3.2789 0.2550 3.5078 0.5179
H 1.4388 0.2474 1.9477 0.3859
N 1.3629 3.3318 0.1403 0.0626
C 0.5387 2.7639 1.0646 0.3708
N 0.2768 3.2670 2.2266 -0.4058
N -0.5689 2.3727 2.8143 -0.5218
N -0.8268 1.3888 2.0862 -0.1941
N -0.1074 1.5526 0.8633 0.0260
C 1.6263 2.7540 -1.0473 0.3024
N 2.4959 3.1366 -1.9290 -0.3697
N 2.4102 2.2229 -2.9373 -0.3612
N 1.5842 1.3182 -2.7712 -0.1148
N 0.9650 1.6013 -1.4401 0.1359
H 1.8439 4.1954 0.3827 0.2963

Entry 2:
45
Properties=species:S:1:pos:R:3:mulliken_charge:R:1 method="wB97M-V/def2-TZVPD" s_squared=8.787 multiplicity=6 charge=+2 orbital_gap_ev="7.75 / 5.60"
Fe 0.0831 -0.2184 -1.0146 0.5900
Br 5.9871 4.3951 -0.4973 0.0016
C 4.7469 3.0379 -0.5636 -0.0552
C 5.1897 1.6968 -0.7007 -0.4639
C 4.2771 0.6971 -0.7678 -0.6638
C 2.8657 0.9815 -0.7003 0.4904
O 2.0344 0.0397 -0.7684 -0.3639
C 2.4331 2.3553 -0.5232 0.1565
C 1.0343 2.7195 -0.3489 0.2472
N 0.0394 1.9249 -0.4451 -0.1798
C -1.2817 2.3841 -0.2191 0.5485
C -1.6987 3.6890 -0.2619 -0.6369
C -3.0291 4.0310 0.0433 -1.0510
C -3.9275 3.0640 0.3933 -0.8506
C -3.5394 1.7043 0.3987 0.9590
C -4.4277 0.6519 0.7134 -0.5638
C -3.9996 -0.6426 0.6370 -0.9400
C -2.6811 -0.8932 0.2334 0.1357
N -1.8129 0.0633 -0.0397 0.0902
C -2.2203 1.3643 0.0502 0.3207
C 3.3763 3.3469 -0.4703 -0.5456
H 6.2492 1.4865 -0.7499 0.4609
H 4.5746 -0.3362 -0.8839 0.4722
H 0.8673 3.7625 -0.0797 0.3331
H -1.0120 4.4779 -0.5405 0.3874
H -3.3331 5.0674 0.0008 0.4115
H -4.9484 3.3203 0.6463 0.4374
H -5.4422 0.8847 1.0126 0.4665
H -4.6564 -1.4709 0.8591 0.4309
H -2.3263 -1.9129 0.1440 0.4448
H 3.0699 4.3802 -0.3634 0.5202
C 0.0626 -5.6801 -0.9916 -1.3947
C 0.1817 -4.4624 -0.1185 0.4747
C 0.3325 -4.5386 1.2629 -0.3240
C 0.4546 -3.3922 2.0295 -0.6940
C 0.4128 -2.1710 1.3889 0.0992
Br 0.6061 -0.5723 2.3673 -0.0450
N 0.2475 -2.0599 0.0749 0.3089
C 0.1435 -3.1881 -0.6581 -0.4087
H 0.0427 -6.5897 -0.3962 0.3875
H 0.9060 -5.7458 -1.6798 0.3413
H -0.8474 -5.6439 -1.5907 0.3514
H 0.3595 -5.5077 1.7466 0.4079
H 0.5826 -3.4397 3.1010 0.4584
H 0.0237 -3.0603 -1.7300 0.4467

Entry 3:
61
Properties=species:S:1:pos:R:3:mulliken_charge:R:1 method="wB97M-V/def2-TZVPD" multiplicity=1 charge=-1 orbital_gap_ev=5.90
O -3.0690 0.5800 0.1400 -0.4462
C -2.2721 0.1369 -0.8446 0.4555
Br -1.5861 1.5326 -2.1570 -0.1418
C -1.8474 -1.4451 -1.0846 -0.5255
S -2.9534 -2.6756 -0.1982 1.0137
O -2.4952 -4.1332 -0.5198 -0.6427
O -4.3764 -2.5301 -0.8657 -0.6829
N -3.1892 -2.3642 1.5032 -0.4077
S -1.6825 -2.1784 2.3650 1.0050
O -1.2612 -0.6945 2.2407 -0.5895
O -2.0220 -2.4122 3.8880 -0.7088
C -0.3544 -3.4243 1.9293 -0.2568
C 0.8965 -2.8330 1.0498 0.3772
O 1.4519 -1.6032 1.2113 -0.4856
Br 1.7840 -3.9782 -0.3834 -0.1693
H -0.6843 -1.6244 -0.9055 0.2257
H -2.0024 -1.6355 -2.2530 0.4411
H -0.7630 -4.4160 1.4116 0.4605
H 0.1158 -3.7995 2.9606 0.0388
C 2.1896 1.8154 -7.6379 -0.8721
C 1.5649 1.0589 -6.7334 0.2653
C 0.6842 1.6626 -5.6954 0.9667
O 0.1084 0.9402 -4.8894 -0.4981
C 0.5436 3.1270 -5.6777 -0.9559
C 1.1712 3.8836 -6.5801 0.4284
C 2.0296 3.2777 -7.6347 0.8391
O 2.5789 3.9977 -8.4617 -0.6285
O 1.0457 5.2607 -6.5676 -0.5705
O 1.7126 -0.3160 -6.7285 -0.5860
H 2.8309 1.3896 -8.3993 0.4037
H -0.0852 3.5541 -4.9070 0.5368
H 1.5925 5.5793 -7.3185 0.3422
H 1.1610 -0.6350 -5.9814 0.3531
C -0.3657 5.6419 0.2262 -0.9298
C -0.9563 6.5548 0.9999 0.3582
C -2.3298 7.0482 0.7037 0.9105
O -2.8538 7.8733 1.4437 -0.6261
C -3.0102 6.5185 -0.4884 -0.8462
C -2.4181 5.6082 -1.2639 0.4539
C -1.0560 5.0948 -0.9520 0.8782
O -0.5452 4.2445 -1.6733 -0.5132
O -3.0507 5.1082 -2.3873 -0.5950
O -0.3127 7.0756 2.1075 -0.5729
H 0.6313 5.2729 0.4311 0.4188
H -4.0009 6.8988 -0.7021 0.4172
H -2.4193 4.4652 -2.7777 0.2961
H -0.9465 7.7140 2.5012 0.3442
C 3.4901 -5.1486 6.3739 -0.8080
C 3.0668 -5.1946 5.1092 0.3538
C 1.7382 -5.7685 4.7584 0.9351
O 1.3684 -5.7798 3.5896 -0.6010
C 0.9126 -6.3117 5.8484 -0.9170
C 1.3375 -6.2687 7.1126 0.4262
C 2.6539 -5.6700 7.4661 0.8935
O 3.0092 -5.6282 8.6392 -0.6226
O 0.5680 -6.7799 8.1415 -0.5736
O 3.8483 -4.7089 4.0770 -0.5722
H 4.4525 -4.7322 6.6432 0.4102
H -0.0430 -6.7420 5.5775 0.4285
H 1.0914 -6.6289 8.9586 0.3449
H 3.3222 -4.8544 3.2607 0.3233

Entry 4:
48
Properties=species:S:1:pos:R:3:mulliken_charge:R:1 method="wB97M-V/def2-TZVPD" multiplicity=1 charge=+1 orbital_gap_ev="6.75 / 6.75"
Ru 0.0900 -0.3926 0.0346 0.5657
Cl 6.0638 0.5120 4.2173 -0.1953
C 4.8179 0.4001 3.0173 0.1667
C 5.1570 0.5111 1.6569 -0.5142
C 4.1988 0.4446 0.6867 0.2561
Cl 4.6415 0.5901 -0.9776 -0.1776
C 2.8337 0.2610 1.0065 0.5243
O 1.9543 0.2736 0.0447 -0.7962
C 2.5227 0.1117 2.3795 0.5709
C 1.2074 -0.1641 2.8280 0.0499
O 0.2065 -0.3874 2.1212 -0.5977
C 3.5294 0.2022 3.3737 -0.9693
H 6.1920 0.6517 1.3705 0.4499
H 1.0569 -0.1982 3.9131 0.4257
H 3.2660 0.0983 4.4204 0.4080
C -1.5639 2.6164 0.0817 -1.0524
O -1.6426 1.1893 0.1725 -0.0845
C -2.8794 0.6049 0.0846 1.2249
C -4.0615 1.2932 0.0556 -0.5282
C -5.2664 0.5784 -0.0125 -0.9523
Br -6.8932 1.5284 -0.0574 -0.1896
C -5.2653 -0.7826 -0.0408 -0.6325
C -4.0417 -1.4813 -0.0147 0.3313
C -2.8284 -0.8006 0.0353 0.8656
O -1.6655 -1.4133 0.0481 -0.8400
C -4.0237 -2.9228 -0.0386 0.3930
N -2.9300 -3.6778 -0.0243 0.1648
C -3.2782 -5.0315 -0.0490 0.4471
C -2.5135 -6.1883 -0.0429 -0.6931
C -3.2044 -7.3841 -0.0706 -0.5613
C -4.6065 -7.4221 -0.1029 -0.4740
C -5.3639 -6.2666 -0.1085 -0.8926
C -4.6626 -5.0710 -0.0807 0.4405
N -5.0860 -3.7378 -0.0727 -0.0583
H -2.0682 3.0747 0.9304 0.3448
H -2.0065 2.9578 -0.8536 0.4158
H -0.5095 2.8627 0.1028 0.2942
H -4.0859 2.3734 0.0868 0.5598
H -6.2121 -1.3067 -0.0825 0.4762
H -2.0167 -3.2317 0.0079 -0.0343
H -1.4326 -6.1551 -0.0184 0.4453
H -2.6520 -8.3143 -0.0669 0.4030
H -5.1076 -8.3804 -0.1235 0.4039
H -6.4463 -6.2980 -0.1341 0.4070
H -6.0423 -3.4281 -0.0895 0.2242
C 0.1748 -0.4478 -1.8425 -0.6336
H -0.6223 -0.7467 -2.5295 0.2527
H 1.1035 -0.1627 -2.3453 0.3657